A molecular structure, C38H40BN8O3P3Se2Tc in a non-equilibrium geometry. Source: OMol25; level of theory: wB97M-V/def2-TZVPD.

Geometry (Å):
Tc: 0.896 -1.652 -1.263
Se: -1.025 2.796 3.590
Se: 0.577 -2.457 1.108
P: 0.669 -4.888 -1.596
P: -0.858 3.331 1.521
P: 0.386 -0.461 2.036
O: -1.151 -1.860 -1.675
O: 0.606 -5.078 -0.123
O: 1.013 -3.492 -2.142
N: 0.514 0.224 -0.570
N: 0.435 1.231 -1.446
N: 0.373 -0.237 -5.186
N: 2.871 -1.793 -1.091
N: 2.915 -6.224 -0.992
N: 1.006 -0.959 -3.242
N: -1.865 -4.266 -1.780
N: 0.011 2.270 -0.824
C: -3.447 1.038 -3.588
C: -3.263 -0.884 4.690
C: -0.026 -0.463 -3.927
C: 1.895 0.108 2.813
C: 4.291 1.101 3.778
C: -1.918 -0.905 -2.358
C: -0.211 1.980 0.496
C: -3.461 2.679 1.035
C: 2.085 -1.043 -4.097
C: -0.934 -5.249 -2.382
C: 1.104 6.934 1.235
C: 3.087 -0.153 2.129
C: 0.104 0.654 0.668
C: -3.970 0.309 -2.530
C: 0.377 4.647 1.364
C: 1.992 -6.064 -2.166
C: -4.158 5.006 -0.298
C: -3.400 -0.733 3.316
C: 4.281 0.344 2.612
C: -2.004 -0.906 5.271
C: -1.374 -0.198 -3.433
C: 3.107 1.361 4.453
C: 2.421 6.529 1.344
C: 2.721 5.180 1.479
C: -1.016 -0.554 3.124
C: -5.109 4.026 -0.080
C: -2.505 3.672 0.832
C: -4.756 2.856 0.583
C: 1.903 0.870 3.977
C: 1.698 -0.587 -5.311
C: -0.873 -0.748 4.490
C: 3.835 -2.444 -1.095
C: 1.705 4.243 1.490
C: -2.277 -0.582 2.529
C: 0.078 5.997 1.254
C: -3.200 -0.657 -1.905
C: -2.160 0.790 -4.029
C: -2.856 4.831 0.154
B: 4.973 -3.495 -1.072
H: -4.036 1.809 -4.062
H: 3.114 1.951 5.358
H: 4.799 -4.119 -0.049
H: -0.870 -5.051 -3.452
H: 0.108 -0.801 4.948
H: 2.236 -0.486 -6.236
H: -4.382 -0.743 2.864
H: 1.570 -7.038 -2.409
H: 1.949 3.191 1.590
H: -5.498 2.087 0.761
H: -0.945 6.344 1.214
H: -1.750 1.396 -4.827
H: 3.297 -7.166 -0.922
H: -1.230 -6.289 -2.227
H: -3.194 1.779 1.569
H: 3.085 -0.754 1.230
H: 5.203 0.135 2.087
H: -2.122 5.594 -0.059
H: -3.579 -1.220 -1.061
H: -2.374 -0.482 1.452
H: 3.043 -1.407 -3.774
H: 4.780 -4.156 -2.074
H: 0.985 1.111 4.493
H: -1.899 -1.053 6.336
H: -4.142 -1.001 5.308
H: -1.467 -2.850 -1.781
H: 3.215 7.263 1.331
H: 3.750 4.858 1.575
H: -2.777 -4.345 -2.222
H: 2.553 -5.682 -3.016
H: -6.124 4.172 -0.424
H: 0.865 7.984 1.144
H: -1.995 -4.489 -0.795
H: 6.042 -2.973 -1.109
H: 2.353 -6.006 -0.137
H: 3.710 -5.562 -1.036
H: -4.973 0.504 -2.179
H: -4.423 5.914 -0.822
H: 5.226 1.484 4.163
H: -0.213 0.123 -5.922

Results
Total charge: +2
Gap between HOMO and LUMO (alpha / beta) (eV): 8.13 / 4.32
Expectation value of S²: 3.766
Multiplicity: 4

---

A gas-phase ion, C3H5N4O2 (charge -1) in a non-equilibrium geometry. Source: OMol25; level of theory: wB97M-V/def2-TZVPD.

Geometry (Å):
O: -0.516 1.285 -0.038
O: 0.771 1.467 0.609
N: 2.551 -1.410 -0.126
N: 3.334 -0.474 -0.624
N: 1.505 -0.884 0.444
N: 2.806 0.759 -0.414
C: -2.195 -0.166 -0.557
C: -1.113 0.168 0.565
C: 1.712 0.439 0.207
H: -2.601 0.846 -0.909
H: -1.719 -0.832 -1.339
H: -2.864 -0.792 -0.057
H: -0.242 -0.585 0.626
H: -1.429 0.179 1.613

Results
Total charge: -1
Gap between HOMO and LUMO (eV): 8.81
ΔE to the lowest compared entry with this formula, charge and spin (eV): 3.5549

---

A molecular structure, C39H46ClF5NP2Pd. Source: OMol25; level of theory: wB97M-V/def2-TZVPD.

Geometry (Å):
Pd: 0.006 -0.819 -0.569
Cl: -6.832 -1.269 0.458
P: 2.245 -0.094 -1.093
P: -0.804 -0.244 1.607
F: -0.837 -3.076 -3.153
F: 1.122 -3.162 1.185
F: 1.350 -5.763 1.007
F: 0.532 -7.077 -1.212
F: -0.550 -5.700 -3.273
N: 0.142 1.701 -0.297
C: 0.634 -3.723 0.054
C: 3.363 -0.981 -2.257
C: -2.567 1.922 2.125
C: 2.694 2.099 -2.836
C: 0.796 -5.087 0.002
C: 0.215 -0.099 3.138
C: -4.680 -1.984 -1.010
C: 1.951 1.555 -1.811
C: -3.446 -1.116 2.540
C: 3.654 -0.864 1.215
C: 1.080 3.767 -1.317
C: -4.856 0.351 -0.406
C: -0.992 2.199 0.304
C: -0.172 -5.057 -2.169
C: -0.559 -0.404 4.425
C: -5.358 -0.947 -0.376
C: 3.150 0.369 0.458
C: 2.651 3.468 -3.134
C: 0.842 1.299 3.228
C: -2.928 -0.425 -1.680
C: -0.324 -3.689 -2.054
C: 0.385 -5.763 -1.128
C: 0.052 -2.963 -0.949
C: 3.491 4.034 -4.250
C: -1.686 3.372 -0.065
C: -3.659 0.604 -1.038
C: 3.304 -2.498 -2.026
C: -3.192 3.129 1.817
C: -1.687 -0.150 -2.311
C: -1.529 1.415 1.359
C: -2.765 3.811 0.673
C: -4.319 3.663 2.664
C: 4.820 -0.505 -2.256
C: -2.163 -1.491 1.797
C: 1.885 4.291 -2.307
C: 1.004 2.368 -1.119
C: -3.488 -1.727 -1.659
C: 4.241 1.433 0.332
C: -1.601 -2.822 2.329
H: -5.412 1.151 0.073
H: 3.190 5.050 -4.502
H: 0.523 4.433 -0.674
H: -2.424 -1.647 0.751
H: 1.007 -0.839 3.007
H: -4.694 2.910 3.357
H: -1.424 0.258 4.536
H: 5.330 -0.820 -1.343
H: 0.099 -0.223 5.280
H: 3.651 -2.763 -1.024
H: 1.662 1.279 3.950
H: 3.360 1.468 -3.414
H: 4.935 0.573 -2.354
H: -1.412 3.898 -0.967
H: 1.920 5.365 -2.450
H: -1.745 -2.896 3.408
H: 3.957 -2.995 -2.747
H: 2.916 -0.774 -3.234
H: 3.904 2.323 -0.204
H: 0.103 2.025 3.576
H: 4.001 -0.565 2.210
H: -0.541 -2.968 2.118
H: -1.266 -0.866 -2.997
H: 4.503 -1.330 0.703
H: -5.149 4.006 2.043
H: 5.338 -0.977 -3.095
H: 1.235 1.665 2.280
H: -5.098 -2.984 -0.999
H: -1.385 0.881 -2.429
H: -3.296 4.707 0.360
H: -2.927 1.366 2.983
H: -4.128 -1.970 2.480
H: -3.983 4.522 3.251
H: -3.957 -0.268 2.096
H: 3.417 3.417 -5.148
H: -2.145 -3.650 1.872
H: 2.332 0.801 1.025
H: 4.535 1.747 1.338
H: 2.299 -2.890 -2.149
H: -2.971 -2.529 -2.163
H: -3.261 -0.919 3.600
H: -0.898 -1.436 4.483
H: -3.275 1.619 -1.064
H: 5.133 1.051 -0.162
H: 4.547 4.059 -3.961
H: 2.879 -1.617 1.337

Results
Total charge: +1
Gap between HOMO and LUMO (alpha / beta) (eV): 7.53 / 6.24
Expectation value of S²: 6.094
Multiplicity: 5